(1)
{"formula": "C44H32F14N3O7PPdS2", "method": "wB97M-V/def2-TZVPD", "multiplicity": 1, "homo_lumo_gap_ev": 5.724, "total_charge": -2, "lumo_ev": 3.4, "energy_ev": -137440.329, "e_above_lowest_kj_mol": 211.73, "elements": ["Pd", "C", "C", "C", "C", "C", "C", "C", "S", "O", "O", "N", "C", "C", "O", "O", "H", "H", "H", "H", "H", "H", "H", "H", "H", "F", "C", "C", "F", "C", "F", "C", "S", "C", "F", "C", "F", "C", "C", "C", "C", "C", "C", "O", "N", "C", "O", "N", "C", "O", "H", "H", "H", "H", "H", "H", "H", "H", "H", "H", "H", "F", "C", "F", "F", "C", "C", "C", "C", "C", "C", "P", "C", "C", "C", "C", "C", "C", "C", "F", "F", "F", "C", "C", "C", "C", "C", "C", "C", "F", "F", "F", "H", "H", "H", "H", "H", "H", "H", "H", "H", "H", "H", "H"], "positions_angstrom": [[0.54077, 0.07349, -0.67985], [3.50277, 4.41941, -5.53926], [3.37338, 3.15442, -4.72983], [2.43209, 3.05523, -3.71480], [2.30575, 1.89638, -2.96230], [3.13342, 0.80717, -3.20562], [4.08449, 0.89321, -4.22290], [4.19231, 2.05412, -4.97361], [2.96262, -0.72210, -2.28689], [4.07269, -1.51808, -2.76981], [1.61418, -1.21264, -2.61332], [2.90542, -0.45030, -0.76780], [3.73703, 0.63059, -0.23739], [2.86417, 1.70465, 0.35279], [3.37666, 2.66726, 0.89983], [1.55627, 1.56923, 0.25839], [2.72756, 5.13715, -5.27096], [3.41819, 4.21776, -6.60964], [4.47089, 4.89914, -5.37526], [1.78139, 3.89554, -3.49771], [1.54758, 1.86549, -2.18798], [4.72640, 0.04481, -4.41136], [4.93316, 2.10796, -5.76612], [4.38465, 1.11439, -0.97379], [4.39549, 0.26832, 0.55678], [-9.00041, 1.17684, 0.77000], [-7.78385, 0.61490, 0.60772], [-7.55170, -0.69332, 0.97655], [-8.55652, -1.41289, 1.51417], [-6.29885, -1.25516, 0.80801], [-6.16560, -2.52893, 1.22668], [-5.20812, -0.57577, 0.25450], [-3.62908, -1.27799, 0.01388], [-5.49961, 0.74804, -0.09694], [-4.54400, 1.53474, -0.62870], [-6.74099, 1.33596, 0.06553], [-6.94619, 2.61795, -0.29765], [-0.08600, -1.94472, -4.96413], [-0.48243, -3.14602, -4.11362], [-1.56677, -2.92448, -3.00741], [-2.12976, -4.31553, -2.68475], [-3.29653, -4.44241, -1.72166], [-2.60910, -2.03287, -3.63903], [-3.41157, -2.43192, -4.46097], [-2.52149, -0.70489, -3.31673], [-1.58131, -0.11687, -2.47683], [-1.45550, 1.10071, -2.47901], [-0.87706, -0.92452, -1.64520], [-0.86798, -2.29789, -1.79065], [-0.22914, -3.01082, -1.04826], [0.65262, -2.25753, -5.70620], [0.36440, -1.14256, -4.38051], [-0.94605, -1.54364, -5.50869], [0.38883, -3.55740, -3.60008], [-0.88405, -3.91851, -4.77182], [-1.27946, -4.89155, -2.31380], [-2.42511, -4.73259, -3.64933], [-3.01700, -4.22695, -0.69342], [-3.68701, -5.46411, -1.77076], [-4.11267, -3.76399, -1.97296], [-3.13355, -0.06166, -3.79680], [2.82888, -1.67112, 6.75063], [3.31935, -0.84454, 5.80220], [4.43513, -1.41534, 5.32295], [3.69883, 0.27778, 6.44586], [2.30296, -0.56482, 4.72973], [1.06635, -0.05038, 5.10246], [0.12279, 0.23859, 4.13433], [0.39461, 0.02819, 2.77866], [1.61881, -0.52698, 2.42998], [2.57758, -0.81130, 3.39949], [-0.79770, 0.48862, 1.42733], [-2.39999, 0.31761, 2.35451], [-3.33894, 1.34013, 2.39636], [-4.50922, 1.18620, 3.13061], [-4.74116, 0.01464, 3.82823], [-3.81716, -1.01851, 3.78120], [-2.66008, -0.86637, 3.03788], [-5.99713, -0.11961, 4.64505], [-6.04336, 0.78133, 5.65279], [-7.10443, 0.08176, 3.91311], [-6.11202, -1.33284, 5.21603], [-0.76989, 2.33917, 1.41921], [-1.13103, 2.95496, 0.22335], [-1.18188, 4.33775, 0.13810], [-0.86456, 5.11333, 1.24481], [-0.51210, 4.50581, 2.43957], [-0.47433, 3.12103, 2.52435], [-0.93550, 6.60976, 1.14377], [-0.29864, 7.22694, 2.15710], [-2.20774, 7.06341, 1.16285], [-0.39245, 7.06845, 0.00035], [0.83661, 0.12056, 6.14704], [-0.83992, 0.62672, 4.44257], [1.84953, -0.75690, 1.39481], [3.53069, -1.22425, 3.10030], [-3.18275, 2.26165, 1.85583], [-5.23929, 1.98695, 3.14604], [-4.00973, -1.95027, 4.29340], [-1.96027, -1.69151, 2.98507], [-1.36107, 2.36331, -0.65847], [-1.46012, 4.80564, -0.79795], [-0.26402, 5.10682, 3.30353], [-0.18002, 2.66623, 3.46179]], "mulliken_charge": [-0.028, -1.538, 1.070, -1.270, 0.053, -0.176, -0.739, -0.680, 1.108, -0.914, -0.264, -0.455, -0.888, 0.468, -0.769, -0.141, 0.343, 0.343, 0.315, 0.340, 0.494, 0.502, 0.352, 0.322, 0.444, -0.380, 0.956, 0.178, -0.406, -0.047, -0.463, 0.431, 0.093, -0.330, -0.382, -0.087, -0.361, -1.242, -1.270, 2.991, -1.672, -1.127, -0.338, -0.734, 0.442, -0.674, -0.759, 1.815, -0.657, -0.724, 0.484, 0.039, 0.338, 0.433, 0.609, 0.410, 0.401, 0.193, 0.481, 0.218, 0.329, -0.276, 0.741, -0.288, -0.270, 0.407, -1.298, -0.306, -0.342, -0.847, -0.817, 2.260, -0.113, -0.478, -1.204, 0.406, -0.742, 0.013, 0.696, -0.293, -0.205, -0.320, 0.842, -0.771, -1.128, 0.341, -1.187, -0.081, 0.737, -0.300, -0.275, -0.277, 0.381, 0.546, 0.796, 0.523, 0.546, 0.443, 0.479, 0.553, 0.340, 0.462, 0.417, 0.410]}

---

(2)
{"formula": "C44H32HfN4O2P2S2", "method": "wB97M-V/def2-TZVPD", "multiplicity": 1, "homo_lumo_gap_ev": 6.512, "total_charge": 2, "lumo_ev": -6.5, "energy_ev": -97745.077, "e_above_lowest_kj_mol": 180.71, "elements": ["Hf", "S", "P", "C", "P", "S", "C", "C", "C", "C", "C", "C", "C", "C", "C", "C", "C", "C", "C", "C", "C", "C", "C", "C", "C", "C", "C", "C", "C", "C", "H", "H", "H", "H", "H", "H", "H", "H", "H", "H", "H", "H", "H", "H", "H", "H", "H", "H", "H", "H", "O", "N", "O", "C", "C", "C", "C", "C", "C", "N", "C", "C", "N", "C", "C", "C", "C", "H", "H", "H", "H", "H", "H", "H", "N", "C", "C", "C", "C", "C", "C", "C", "H", "H", "H", "H", "H"], "positions_angstrom": [[0.58763, 0.31436, -0.37248], [-1.59275, -0.28289, -1.37885], [-1.93070, -0.89501, 0.61350], [-0.29196, -1.06519, 0.95209], [0.82540, -2.34994, 0.93990], [2.39486, -1.56157, -0.08954], [0.46810, -3.90726, 0.08660], [1.33794, -4.95676, 0.30447], [1.19717, -6.13515, -0.47907], [0.23110, -6.19354, -1.45239], [-0.60017, -5.10211, -1.68729], [-0.51138, -3.97715, -0.89285], [1.33991, -2.94497, 2.61760], [2.31857, -2.21310, 3.28877], [2.76099, -2.62264, 4.52165], [2.16163, -3.70000, 5.14895], [1.10905, -4.35909, 4.53582], [0.67859, -3.97426, 3.28235], [-3.05973, -2.23552, 0.84058], [-4.12449, -2.37197, -0.01531], [-5.16766, -3.22062, 0.36764], [-5.04025, -3.94888, 1.52064], [-3.95891, -3.82141, 2.36894], [-2.92629, -3.01327, 2.01651], [-2.60309, 0.58194, 1.46365], [-3.69270, 1.28355, 0.97652], [-4.23616, 2.35940, 1.67052], [-3.66257, 2.75709, 2.86829], [-2.56476, 2.07075, 3.37550], [-1.98821, 1.02173, 2.64191], [2.12320, -4.83693, 1.05987], [1.76609, -7.02113, -0.20330], [0.03664, -7.14413, -1.98761], [-1.35200, -5.19396, -2.47226], [-1.15034, -3.12258, -1.12587], [2.76377, -1.35905, 2.78909], [3.49704, -2.05759, 5.05330], [2.56336, -4.00179, 6.11035], [0.59796, -5.16302, 5.02680], [-0.14298, -4.50043, 2.81023], [-4.06974, -1.75351, -0.92639], [-6.13296, -3.27745, -0.21133], [-5.87066, -4.61801, 1.77032], [-3.86259, -4.35170, 3.30302], [-2.04748, -2.86568, 2.65461], [-4.16468, 0.92116, 0.06146], [-5.10327, 2.89830, 1.22485], [-4.14373, 3.52121, 3.52310], [-2.15740, 2.25533, 4.35982], [-1.08017, 0.51351, 2.97878], [5.54302, 3.76404, -4.45780], [5.69838, 3.91097, -3.22225], [6.55279, 4.66957, -2.69320], [4.79096, 3.23661, -2.30793], [4.97006, 3.53274, -0.97921], [4.15982, 2.95305, 0.01110], [4.34661, 3.14374, 1.39096], [3.42577, 2.59335, 2.30167], [2.37566, 1.80834, 1.80130], [2.15667, 1.66834, 0.47554], [3.05342, 2.13013, -0.43056], [2.90789, 1.82527, -1.80834], [1.89090, 0.91411, -2.13673], [1.72146, 0.58973, -3.40572], [2.47994, 1.17214, -4.45211], [3.53256, 2.03108, -4.12535], [3.77852, 2.34072, -2.78475], [5.77767, 4.19292, -0.66089], [5.15761, 3.76204, 1.78606], [3.52349, 2.82179, 3.34491], [1.60272, 1.40581, 2.43825], [0.91266, -0.12415, -3.61316], [2.21626, 0.96415, -5.46826], [4.18982, 2.51350, -4.88648], [-0.30472, 2.36493, -0.88077], [-0.91341, 3.16253, -1.49874], [-1.63535, 3.89097, -2.48089], [-1.43546, 5.30550, -2.59833], [-2.11658, 5.98681, -3.58067], [-3.01765, 5.35293, -4.42174], [-3.20753, 3.97613, -4.28626], [-2.57695, 3.26119, -3.29304], [-0.81390, 5.83813, -1.91852], [-1.96778, 7.06479, -3.67791], [-3.65203, 5.95214, -5.09316], [-3.92049, 3.46671, -4.98146], [-2.73201, 2.17816, -3.23901]], "mulliken_charge": [-0.554, -0.508, 0.675, 0.006, 1.250, -0.590, 0.817, -0.398, -0.831, -0.482, -0.858, -0.120, 0.481, -0.741, -0.749, -0.512, -0.850, 0.106, 1.073, -0.126, -0.743, -0.416, -0.713, -0.575, 0.661, -0.348, -0.718, -0.460, -0.655, -0.181, 0.452, 0.399, 0.365, 0.441, 0.030, 0.265, 0.447, 0.400, 0.460, 0.508, 0.456, 0.357, 0.397, 0.466, 0.436, 0.433, 0.395, 0.380, 0.461, 0.336, -0.606, 1.021, -0.574, -0.679, -0.447, 0.714, -0.551, -1.146, -0.001, 0.243, 0.260, 0.014, 0.123, -0.226, -1.006, -0.272, 0.401, 0.584, 0.483, 0.497, 0.589, 0.498, 0.492, 0.658, -0.574, 0.375, 0.565, -0.531, -0.493, -0.438, -0.521, -0.351, 0.503, 0.384, 0.390, 0.363, 0.440]}

---

(3)
{"formula": "C44H33AsN4O7Pb", "method": "wB97M-V/def2-TZVPD", "multiplicity": 1, "homo_lumo_gap_ev": 5.702, "lumo_ev": -2.4, "energy_ev": -132543.770, "e_above_lowest_kj_mol": 87.76, "elements": ["Pb", "O", "C", "N", "C", "C", "C", "C", "C", "C", "N", "C", "O", "C", "C", "C", "C", "C", "N", "C", "C", "C", "C", "C", "N", "H", "H", "H", "H", "H", "H", "H", "H", "H", "H", "H", "H", "O", "C", "O", "C", "C", "C", "C", "C", "O", "C", "C", "O", "O", "H", "H", "H", "H", "H", "H", "H", "H", "C", "C", "C", "C", "C", "C", "As", "C", "C", "C", "C", "C", "C", "C", "C", "C", "C", "C", "C", "H", "H", "H", "H", "H", "H", "H", "H", "H", "H", "H", "H", "H"], "positions_angstrom": [[0.30301, 0.03822, 0.04340], [-3.41098, 0.73877, -2.26126], [-2.31179, 1.24008, -2.18698], [-1.14171, 0.53802, -2.49165], [-0.97439, -0.12277, -3.57108], [-1.85552, -0.02764, -4.73400], [-1.57170, -0.68803, -5.85972], [-0.37842, -1.51342, -5.96613], [0.46547, -1.69134, -4.94206], [0.21544, -1.05804, -3.65072], [0.90759, -1.20318, -2.57986], [1.82549, -2.26682, -2.46255], [1.68713, -3.32968, -3.02671], [2.93479, -2.08228, -1.46523], [3.92679, -3.05580, -1.41444], [4.90857, -2.94281, -0.44538], [4.85312, -1.88101, 0.44284], [3.82084, -0.96487, 0.31642], [2.89032, -1.04967, -0.62633], [-2.09655, 2.60631, -1.60888], [-3.20227, 3.42303, -1.42671], [-3.00726, 4.67380, -0.86277], [-1.72244, 5.04507, -0.50669], [-0.68028, 4.15377, -0.73307], [-0.85192, 2.95326, -1.27644], [-2.72609, 0.60589, -4.65330], [-2.21627, -0.59717, -6.72407], [-0.16859, -1.98920, -6.91543], [1.34390, -2.30582, -5.05141], [3.90443, -3.88051, -2.11101], [5.69437, -3.68302, -0.37335], [5.58255, -1.76608, 1.23232], [3.72430, -0.13973, 1.01277], [-4.18150, 3.06328, -1.70904], [-3.84282, 5.34167, -0.70012], [-1.51861, 6.00553, -0.05316], [0.33366, 4.41654, -0.45505], [-2.12697, -0.27496, 3.37014], [-1.94381, -0.42248, 2.17866], [-1.47116, 0.48266, 1.36549], [-2.31874, -1.76849, 1.52646], [-2.65850, -1.62522, 0.03762], [-3.39928, -2.85768, -0.47900], [-2.26037, -3.90891, -0.54646], [-1.07027, -3.09530, -0.03938], [-1.35276, -1.78370, -0.59847], [-1.18975, -2.85918, 1.47970], [0.17875, -2.51276, 2.08074], [0.60456, -3.16821, 3.01037], [0.84207, -1.56775, 1.47593], [-3.16339, -2.16455, 2.08700], [-3.07925, -0.66706, -0.24337], [-4.21072, -3.14526, 0.18851], [-3.82274, -2.66034, -1.46346], [-2.44210, -4.78403, 0.07550], [-2.08649, -4.24666, -1.56813], [-0.08991, -3.42726, -0.37561], [-1.52849, -3.76151, 1.98257], [3.46042, 6.03668, 0.62497], [2.99279, 6.09954, 1.93412], [2.36196, 5.00371, 2.50060], [2.18545, 3.83654, 1.76231], [2.65804, 3.77798, 0.45620], [3.29569, 4.87595, -0.11381], [1.31583, 2.24429, 2.49646], [-0.14472, 3.04889, 3.46967], [-1.37756, 3.41674, 2.95671], [-2.34885, 3.91026, 3.81508], [-2.09175, 4.00364, 5.17737], [-0.86939, 3.60583, 5.69584], [0.11624, 3.12339, 4.84149], [1.45495, 2.64404, 5.24351], [1.96973, 2.64863, 6.53549], [3.25661, 2.18598, 6.76673], [4.03871, 1.71586, 5.71935], [3.53012, 1.70082, 4.42771], [2.24613, 2.16323, 4.19400], [3.95634, 6.89324, 0.18598], [3.12422, 7.00533, 2.51286], [1.99971, 5.05225, 3.52179], [2.52486, 2.87170, -0.12686], [3.66154, 4.81982, -1.13166], [-1.59105, 3.28866, 1.90261], [-3.31900, 4.19669, 3.42930], [-2.86131, 4.37137, 5.84432], [-0.69428, 3.65975, 6.76317], [1.37219, 3.01073, 7.36273], [3.65400, 2.18911, 7.77374], [5.04084, 1.35548, 5.91317], [4.13597, 1.32718, 3.61060]], "mulliken_charge": [2.353, -0.614, 0.054, 0.412, 0.793, -0.711, -0.705, -0.571, -0.947, 0.526, 0.307, 0.099, -0.616, 0.133, -0.690, -0.373, -0.808, -0.125, 0.021, 0.437, -0.725, -0.505, -0.661, -0.087, -0.199, 0.492, 0.417, 0.413, 0.479, 0.481, 0.433, 0.436, 0.384, 0.487, 0.460, 0.455, 0.325, -0.717, -0.568, -0.407, 0.324, -0.154, -1.098, -1.033, -0.090, -0.039, 0.230, -0.204, -0.733, -0.570, 0.555, 0.461, 0.434, 0.289, 0.432, 0.280, 0.492, 0.523, -0.502, -0.722, -0.341, 0.365, -0.368, -0.379, 0.570, -0.048, -0.269, -0.795, -0.891, -0.453, 0.488, 0.732, -0.784, -0.682, -0.657, -0.745, -0.090, 0.373, 0.403, 0.385, 0.424, 0.420, 0.366, 0.439, 0.372, 0.387, 0.383, 0.388, 0.413, 0.356]}